No. 1
{
  "formula": "C29H33N5O5S5Zr",
  "method": "wB97M-V/def2-TZVPD",
  "relative_energy_kcal_mol": 6.20,
  "total_charge": 2,
  "total_energy_ev": -103742.2815,
  "gap_ev": 6.797,
  "homo_energy_ha": -0.4825,
  "species": ["Zr", "S", "C", "C", "C", "C", "C", "C", "S", "C", "C", "C", "C", "C", "C", "C", "S", "C", "C", "C", "C", "C", "C", "S", "N", "H", "H", "H", "H", "H", "H", "H", "H", "H", "H", "H", "H", "H", "H", "H", "C", "C", "N", "O", "H", "H", "H", "H", "H", "C", "C", "S", "O", "O", "C", "C", "N", "C", "N", "C", "C", "N", "O", "O", "C", "H", "H", "H", "H", "H", "H", "H", "H", "H", "H", "H", "H", "H"],
  "coordinates": [[-1.080, 0.018, 1.107], [-1.276, -0.636, 3.501], [-3.051, -0.713, 3.741], [-3.555, -0.439, 5.007], [-4.918, -0.514, 5.255], [-5.799, -0.876, 4.247], [-5.312, -1.162, 2.982], [-3.950, -1.064, 2.733], [-3.344, -1.435, 1.093], [-4.309, -0.355, 0.013], [-3.485, 0.251, -1.090], [-4.121, 0.607, -2.265], [-3.446, 1.361, -3.205], [-2.147, 1.755, -2.937], [-1.546, 1.338, -1.768], [-0.147, 1.786, -1.440], [-0.020, 2.408, 0.267], [-1.351, 3.565, 0.256], [-1.206, 4.764, -0.437], [-2.264, 5.655, -0.469], [-3.440, 5.346, 0.208], [-3.562, 4.164, 0.922], [-2.510, 3.248, 0.960], [-2.632, 1.824, 2.003], [-2.188, 0.561, -0.866], [-2.874, -0.154, 5.798], [-5.290, -0.291, 6.246], [-6.859, -0.951, 4.448], [-5.991, -1.467, 2.195], [-4.684, 0.455, 0.645], [-5.145, -0.910, -0.407], [-5.152, 0.319, -2.421], [-3.935, 1.666, -4.121], [-1.601, 2.390, -3.620], [0.155, 2.581, -2.120], [0.584, 0.982, -1.544], [-0.276, 5.002, -0.939], [-2.170, 6.590, -1.003], [-4.267, 6.044, 0.195], [-4.469, 3.950, 1.472], [-0.135, -4.379, 0.006], [-0.510, -3.332, 1.006], [-0.753, -3.676, 2.256], [-0.588, -2.126, 0.660], [-0.461, -5.374, 0.301], [0.953, -4.396, -0.085], [-0.564, -4.125, -0.960], [-0.678, -4.638, 2.549], [-0.951, -2.947, 2.941], [6.587, -2.083, -4.637], [5.570, -1.411, -3.718], [6.381, -0.679, -2.333], [6.995, -1.730, -1.558], [7.124, 0.456, -2.800], [5.074, -0.039, -1.315], [4.505, -1.101, -0.386], [3.334, -0.575, 0.361], [2.054, -0.671, -0.037], [1.233, -0.159, 0.890], [2.036, 0.296, 1.920], [3.314, 0.025, 1.599], [4.483, 0.413, 2.361], [5.547, 0.432, 1.781], [4.274, 0.743, 3.502], [1.678, -1.289, -1.335], [6.058, -2.551, -5.465], [7.150, -2.849, -4.108], [7.284, -1.353, -5.043], [4.850, -2.133, -3.323], [5.043, -0.600, -4.224], [4.325, 0.428, -1.958], [5.565, 0.743, -0.732], [5.257, -1.381, 0.343], [4.188, -2.011, -0.890], [1.666, 0.779, 2.810], [1.964, -2.340, -1.372], [2.177, -0.786, -2.165], [0.601, -1.243, -1.485]],
  "mulliken_charge": [0.25, -0.33, 0.91, -0.80, -0.76, -0.72, -0.46, 0.50, -0.17, -0.75, 0.49, -1.19, -0.68, -1.08, 0.73, -0.70, -0.16, 0.36, -0.62, -0.72, -0.69, -0.77, 0.83, -0.12, 1.02, 0.50, 0.42, 0.43, 0.46, 0.43, 0.70, 0.54, 0.47, 0.55, 0.75, -0.13, 0.49, 0.43, 0.41, 0.52, -1.36, 0.85, -0.23, -0.28, 0.53, 0.29, 0.29, 0.25, 0.00, -1.34, -0.28, 1.26, -0.65, -0.67, -0.53, -1.39, 0.41, 0.53, 1.02, -0.94, -0.36, 1.05, -0.56, -0.59, -1.92, 0.38, 0.37, 0.37, 0.25, 0.37, 0.39, 0.37, 0.46, 0.53, 0.56, 0.46, 0.51, 0.26]
}


No. 2
{
  "formula": "C29H34ClF4N5O5P3S",
  "method": "wB97M-V/def2-TZVPD",
  "total_charge": 1,
  "total_energy_ev": -110400.2217,
  "gap_ev": 6.614,
  "homo_energy_ha": -0.3948,
  "species": ["C", "C", "C", "O", "N", "N", "C", "P", "O", "O", "S", "N", "C", "N", "P", "N", "O", "P", "O", "Cl", "H", "H", "H", "H", "H", "H", "H", "H", "H", "H", "H", "H", "H", "H", "F", "C", "C", "C", "C", "C", "C", "H", "H", "H", "H", "H", "F", "C", "C", "C", "C", "C", "C", "H", "H", "H", "H", "H", "F", "C", "C", "C", "C", "C", "C", "H", "H", "H", "H", "H", "F", "C", "C", "C", "C", "C", "C", "H", "H", "H", "H", "H"],
  "coordinates": [[-3.532, -3.404, 0.683], [-2.983, -2.717, -0.629], [-3.035, -1.178, -0.401], [-1.815, -0.580, 0.113], [-0.936, -0.227, -0.838], [-1.243, 0.375, -1.993], [-0.204, 0.661, -2.745], [-0.311, 1.493, -4.390], [-0.238, 3.121, -4.223], [0.952, 0.994, -5.259], [-2.018, 1.037, -5.133], [0.889, 0.237, -2.059], [0.438, -0.275, -0.896], [1.303, -0.747, 0.043], [3.071, -0.710, -0.338], [3.360, -1.548, -1.805], [3.548, 0.896, -0.607], [0.933, -1.409, 1.644], [-0.040, -0.303, 2.446], [-0.193, -3.173, 1.346], [-3.097, -4.417, 0.778], [-3.095, -2.833, 1.528], [-4.632, -3.409, 0.720], [-1.988, -3.098, -0.910], [-3.673, -3.021, -1.441], [-3.439, -0.712, -1.317], [-3.798, -1.005, 0.379], [-2.168, 0.633, -2.348], [-0.365, 3.349, -3.284], [1.752, 0.963, -4.694], [2.505, -1.816, -2.291], [3.895, -2.391, -1.605], [2.914, 1.433, -0.096], [0.016, 0.507, 1.908], [-3.551, 1.336, -10.539], [-3.213, 2.419, -9.819], [-3.581, 3.673, -10.270], [-3.235, 4.790, -9.523], [-2.518, 4.641, -8.342], [-2.152, 3.375, -7.905], [-2.505, 2.255, -8.644], [-4.132, 3.768, -11.197], [-3.524, 5.776, -9.862], [-2.246, 5.515, -7.763], [-1.590, 3.260, -6.987], [-2.235, 1.260, -8.315], [2.996, 2.699, 2.763], [4.313, 2.971, 2.592], [5.053, 2.180, 1.738], [6.400, 2.455, 1.555], [6.990, 3.512, 2.236], [6.231, 4.296, 3.097], [4.880, 4.029, 3.273], [4.576, 1.357, 1.225], [6.990, 1.846, 0.882], [8.042, 3.724, 2.097], [6.691, 5.117, 3.631], [4.271, 4.633, 3.932], [-6.333, -0.096, 5.118], [-5.027, 0.170, 4.964], [-4.267, -0.637, 4.138], [-2.916, -0.359, 3.975], [-2.341, 0.715, 4.647], [-3.118, 1.513, 5.478], [-4.471, 1.243, 5.634], [-4.732, -1.473, 3.631], [-2.311, -0.978, 3.325], [-1.287, 0.928, 4.523], [-2.670, 2.345, 6.004], [-5.094, 1.859, 6.270], [2.449, -2.990, 3.517], [2.424, -4.117, 4.266], [1.270, -4.875, 4.315], [1.252, -6.032, 5.081], [2.382, -6.410, 5.795], [3.532, -5.634, 5.739], [3.556, -4.482, 4.965], [0.397, -4.560, 3.759], [0.356, -6.639, 5.122], [2.364, -7.310, 6.395], [4.411, -5.926, 6.298], [4.447, -3.870, 4.903]],
  "mulliken_charge": [-0.97, -0.31, -0.56, -0.06, 0.22, -0.14, 0.03, 0.88, -0.48, -0.47, -0.42, -0.38, -0.05, 0.22, 0.28, -0.60, -0.51, 0.37, -0.31, -0.28, 0.32, 0.08, 0.37, 0.26, 0.37, 0.31, 0.46, 0.40, 0.36, 0.36, 0.29, 0.33, 0.32, 0.31, -0.31, 0.31, -0.44, -0.32, -0.65, 0.03, -0.35, 0.41, 0.37, 0.37, 0.13, 0.41, -0.27, 0.34, -0.11, -0.59, -0.49, -0.41, -0.43, 0.45, 0.38, 0.38, 0.37, 0.42, -0.31, 0.39, -0.60, -0.08, -0.58, -0.37, -0.49, 0.46, 0.31, 0.44, 0.38, 0.43, -0.11, 0.59, -0.25, -0.49, -0.51, -0.42, -0.53, 0.26, 0.37, 0.37, 0.36, 0.41]
}


Which formula does entry 1 have? C29H33N5O5S5Zr